C38H16F5MnN8Se | ωB97M-V/def2-TZVPD

```
69
Properties=species:S:1:pos:R:3:forces:R:3
Mn 0.15735 -0.35391 -0.46956 -0.22 0.21 0.06
C -4.10791 -4.59079 2.07131 0.03 0.03 -0.03
C -2.97141 -5.39032 2.26016 0.00 0.02 0.00
C -1.73119 -4.99381 1.79021 0.02 -0.04 0.02
C -1.65228 -3.77631 1.12756 -0.03 0.00 -0.02
C -0.53025 -3.07093 0.51781 -0.05 0.08 -0.06
N 0.67066 -3.55592 0.47255 0.16 0.03 0.00
C 1.69903 -2.86951 -0.05010 -0.05 -0.04 0.02
C 3.01659 -3.39616 -0.17529 0.00 -0.05 0.02
C 3.56365 -4.65177 0.12353 0.05 -0.03 -0.01
C 4.90715 -4.83710 -0.09801 -0.03 0.01 0.00
C 5.71831 -3.79572 -0.61263 -0.01 0.02 -0.01
C 5.19112 -2.56243 -0.90943 0.03 -0.04 0.00
C 3.82046 -2.36358 -0.68603 0.06 0.02 -0.01
C 2.97572 -1.23361 -0.86120 -0.05 0.00 -0.02
N 3.42100 -0.02596 -1.27432 0.10 -0.15 0.10
C 2.62070 0.95952 -1.48626 -0.16 0.00 -0.03
N 1.23813 0.96162 -1.44582 0.11 0.21 -0.08
C 0.79335 2.22175 -1.79883 0.09 -0.15 -0.07
N -0.41947 2.61187 -1.99007 -0.18 0.00 0.01
C -1.47175 1.79696 -1.74541 0.03 0.07 0.18
N -1.46183 0.62914 -1.02875 0.04 -0.03 -0.16
C -2.75029 0.16355 -0.93861 -0.04 0.01 0.21
N -3.17769 -0.91288 -0.25677 0.01 0.13 -0.10
C -2.35119 -1.80523 0.19373 0.10 -0.11 -0.05
N -0.98887 -1.88108 -0.01106 -0.13 -0.14 0.08
C -2.77918 -2.98718 0.93678 0.02 0.03 -0.04
C -4.02520 -3.37953 1.40488 -0.07 -0.02 0.03
C -3.61458 1.05923 -1.63097 -0.04 -0.03 -0.02
C -4.99514 1.04272 -1.87548 -0.05 0.06 0.00
C -5.52841 2.06264 -2.62717 0.03 -0.03 0.03
C -4.71394 3.10182 -3.14004 0.05 0.00 0.02
C -3.36036 3.12781 -2.90459 -0.06 0.03 0.02
C -2.80626 2.09007 -2.13992 0.01 0.04 -0.08
C 1.95683 3.08312 -2.03892 -0.02 -0.02 0.00
C 2.05100 4.41996 -2.38766 -0.03 0.07 -0.01
C 3.32142 4.95041 -2.55748 -0.01 -0.05 0.01
C 4.46140 4.15754 -2.38361 -0.02 0.01 0.00
C 4.35731 2.82026 -2.03205 0.06 -0.02 0.01
C 3.08532 2.29882 -1.86013 -0.03 0.04 -0.03
N 1.69917 -1.56879 -0.48886 0.16 0.00 0.07
H -5.06222 -4.92850 2.45622 0.01 0.00 0.00
H -3.06797 -6.33129 2.78849 -0.01 0.02 -0.01
H -0.84686 -5.60086 1.93512 -0.01 0.02 -0.01
H 2.93731 -5.44189 0.51828 0.01 0.02 0.00
H 5.36099 -5.79517 0.12621 0.00 0.02 -0.01
H 6.77441 -3.98018 -0.76992 -0.02 -0.01 0.00
H 5.80400 -1.76047 -1.30135 -0.01 -0.01 0.02
H -4.89150 -2.74698 1.25541 0.02 -0.03 -0.01
H -5.61287 0.24618 -1.48019 0.02 0.01 -0.01
H -6.59144 2.07654 -2.83553 0.01 0.01 0.00
H -5.17204 3.88763 -3.72857 0.00 -0.01 0.01
H -2.73218 3.91987 -3.29228 0.00 -0.02 0.01
H 1.15744 5.01950 -2.50961 0.03 -0.02 -0.01
H 3.43753 5.99331 -2.82551 0.00 -0.01 0.01
H 5.44041 4.60101 -2.51983 -0.02 -0.01 0.00
H 5.23205 2.19940 -1.88773 -0.02 0.00 0.00
F -1.82521 4.21006 5.66506 0.02 -0.02 -0.02
C -1.24547 3.34596 4.81991 -0.07 0.08 0.10
C -0.58558 3.80533 3.69903 0.02 0.11 -0.07
F -0.53027 5.12405 3.46132 0.01 -0.03 0.00
C 0.00906 2.90505 2.83469 0.01 0.03 -0.06
F 0.63001 3.41005 1.76283 -0.01 -0.02 0.02
C -0.02177 1.53275 3.05134 -0.20 0.04 -0.22
Se 0.89497 0.31430 1.92335 0.37 -0.25 0.19
C -0.70662 1.10466 4.18304 -0.02 -0.02 0.01
F -0.81002 -0.19700 4.46967 0.02 0.02 -0.01
C -1.30758 1.98869 5.06066 -0.05 -0.07 0.07
F -1.95703 1.54173 6.14640 0.03 0.00 -0.04
```
Forces are in eV/Å.

Its net charge is -1. Its electronic energy is -161846.2548 eV. Its orbital gap (spin up / spin down) is 4.90 / 4.45 eV. The multiplicity is 6. The highest occupied orbital energy (spin up / spin down) comes out at -3.4 / -3.7 eV. The LUMO energy (spin up / spin down) comes out at 0.0550 / 0.0263 Eh.



C38H19BrN9O2Rh | ωB97M-V/def2-TZVPD

```
70
Properties=species:S:1:pos:R:3:forces:R:3
Rh -0.07612 0.00816 -0.65963 0.05 -0.01 -0.03
C 2.32452 6.04746 0.21962 -0.07 0.02 0.01
C 3.55116 5.43616 -0.06213 0.06 -0.06 -0.02
C 3.62994 4.08797 -0.36996 -0.04 0.06 0.02
C 2.44381 3.36893 -0.38687 -0.05 0.05 0.02
C 2.16186 1.96498 -0.65958 -0.25 0.21 0.09
N 3.08484 1.07573 -0.95846 0.04 -0.25 -0.07
C 2.83927 -0.20043 -1.18974 0.23 0.12 0.00
C 3.87106 -1.17172 -1.54187 -0.04 -0.10 -0.03
C 5.23862 -1.04677 -1.72570 0.01 -0.08 -0.01
C 5.94103 -2.19541 -2.05644 0.03 0.04 0.01
C 5.29775 -3.42900 -2.19669 -0.07 -0.03 0.00
C 3.92833 -3.55253 -2.01394 0.11 0.05 -0.01
C 3.22756 -2.40242 -1.68928 0.01 0.06 0.03
C 1.81117 -2.17320 -1.41813 0.29 0.19 0.09
N 0.91044 -3.12390 -1.40366 -0.14 0.04 0.07
C -0.36659 -2.92558 -1.11863 -0.06 -0.14 -0.07
N -0.99442 -1.74577 -0.89303 -0.02 0.25 0.15
C -2.33185 -1.95755 -0.65182 0.17 -0.17 -0.03
N -3.25685 -1.06411 -0.40631 -0.01 0.22 -0.01
C -3.03202 0.23627 -0.28552 -0.18 0.00 0.06
N -1.83720 0.87913 -0.31491 0.36 0.14 -0.24
C -2.01196 2.22209 -0.11578 -0.23 -0.31 0.12
N -1.08507 3.15576 -0.03521 0.13 -0.03 -0.04
C 0.20095 2.94155 -0.21213 -0.01 0.24 0.00
N 0.81721 1.77789 -0.55317 0.11 -0.29 -0.07
C 1.21880 3.97955 -0.10453 0.08 -0.05 -0.03
C 1.13944 5.33045 0.20184 0.09 -0.01 -0.01
C -3.43591 2.46686 0.04406 -0.01 -0.08 0.03
C -4.15995 3.63043 0.27258 -0.08 -0.02 0.02
C -5.53339 3.51102 0.38714 0.06 0.07 0.01
C -6.17018 2.26806 0.27823 -0.03 -0.12 -0.01
C -5.45156 1.10724 0.05361 -0.04 0.14 0.01
C -4.07290 1.22578 -0.06017 0.03 -0.01 -0.03
C -2.57293 -3.39013 -0.71434 0.06 -0.07 -0.02
C -3.72074 -4.14461 -0.51251 0.07 -0.09 -0.02
C -3.59903 -5.52035 -0.60916 -0.07 0.08 0.03
C -2.37135 -6.12558 -0.90257 0.07 -0.04 -0.02
C -1.22681 -5.37482 -1.10756 -0.08 0.00 0.03
C -1.34571 -3.99543 -1.00437 -0.10 0.05 -0.02
N 1.64820 -0.84080 -1.15111 -0.40 -0.11 -0.09
H 2.30660 7.10293 0.45791 0.00 0.00 0.00
H 4.45442 6.03116 -0.03663 0.01 0.01 0.00
H 4.57332 3.60737 -0.58742 0.02 -0.01 0.00
H 5.73387 -0.09308 -1.61029 -0.01 0.03 0.01
H 7.01160 -2.14113 -2.20484 0.00 0.00 0.00
H 5.88338 -4.30257 -2.45115 0.01 0.00 0.00
H 3.42373 -4.50336 -2.11336 -0.02 0.00 -0.01
H 0.18918 5.79714 0.42017 -0.02 0.00 0.00
H -3.66456 4.58745 0.36014 0.02 0.00 -0.01
H -6.13172 4.39430 0.56707 -0.01 0.01 0.00
H -7.24652 2.21874 0.37808 -0.01 0.00 0.00
H -5.93516 0.14345 -0.01952 0.00 -0.03 -0.01
H -4.66382 -3.67142 -0.27736 -0.01 0.02 0.00
H -4.46712 -6.14530 -0.44607 0.00 -0.01 -0.01
H -2.31971 -7.20465 -0.96262 0.00 -0.01 0.00
H -0.27386 -5.83602 -1.32474 0.02 0.00 -0.01
Br -4.61220 0.01284 3.45532 0.03 -0.03 0.03
C -3.23417 -1.23929 3.12846 0.01 0.05 0.02
C -3.43856 -2.58155 3.40955 -0.07 0.01 0.02
N -2.51448 -3.51096 3.19086 -0.09 -0.06 0.05
C -1.35584 -3.12281 2.67652 0.16 -0.01 -0.11
C -1.06422 -1.80104 2.35575 -0.13 0.14 -0.07
C -2.02956 -0.82894 2.59372 0.12 -0.11 0.02
C 0.23574 -1.46609 1.68178 -0.03 -0.31 0.33
O 1.12708 -2.27495 1.60423 0.03 0.03 -0.12
O 0.31377 -0.21341 1.23304 -0.09 0.25 -0.08
H -4.38218 -2.91491 3.82518 -0.01 0.01 0.00
H -0.61420 -3.88949 2.48569 0.00 0.00 0.01
H -1.82891 0.20603 2.35569 -0.02 0.02 0.01
```
Forces are in eV/Å.

Its electronic energy is -130274.7393 eV. Its orbital gap (spin up / spin down) is 4.94 / 4.95 eV. The highest occupied orbital energy (spin up / spin down) comes out at -6.7 / -6.7 eV. The LUMO energy (spin up / spin down) comes out at -0.0634 / -0.0634 Eh.



C38H19Cl2N9Pd | ωB97M-V/def2-TZVPD

```
69
Properties=species:S:1:pos:R:3:forces:R:3
Pd -0.51620 0.00867 0.00631 -1.17 0.18 0.27
C -0.49500 -6.50673 -0.67239 0.01 0.09 -0.26
C -0.45860 -6.50833 0.71821 0.03 0.06 0.27
C -0.45500 -5.32553 1.44461 -0.01 -0.04 -0.06
C -0.50430 -4.13893 0.73491 -0.05 -0.14 -0.61
C -0.63300 -2.74953 1.14641 -0.29 0.43 -0.52
N -0.75570 -2.35103 2.38401 -0.16 0.05 0.74
C -0.87430 -1.08533 2.75991 0.43 -0.29 -0.81
C -1.33250 -0.66193 4.05831 -0.04 0.85 0.41
C -1.75750 -1.35393 5.18371 0.02 0.02 -0.05
C -2.19800 -0.61513 6.26891 -0.01 -0.12 -0.05
C -2.22990 0.78107 6.23301 0.01 0.12 -0.03
C -1.80740 1.48197 5.11771 0.04 -0.02 -0.07
C -1.34610 0.75267 4.03111 -0.03 -0.82 0.42
C -0.87290 1.13527 2.72671 0.48 0.43 -0.71
N -0.72610 2.39107 2.32731 -0.20 -0.24 0.82
C -0.55810 2.77387 1.09091 -0.16 -0.25 -0.63
N -0.62670 1.98817 -0.02559 0.68 0.25 0.01
C -0.61030 2.76957 -1.14399 -0.14 -0.25 0.54
N -0.70380 2.38327 -2.39209 -0.05 -0.38 -0.62
C -0.76750 1.11437 -2.77299 0.15 0.38 0.79
N -0.66180 0.01477 -1.97549 -0.42 -0.13 -0.30
C -0.76680 -1.10963 -2.73649 0.14 -0.10 0.80
N -0.69700 -2.36733 -2.33069 0.00 0.17 -0.65
C -0.64160 -2.75043 -1.08279 -0.25 0.36 0.55
N -0.75460 -1.97213 0.03041 0.90 -0.30 -0.10
C -0.52660 -4.13863 -0.67359 0.00 -0.12 0.69
C -0.51730 -5.32033 -1.39029 -0.02 -0.05 0.03
C -0.92270 -0.72633 -4.11579 0.07 0.82 -0.49
C -0.98600 -1.46773 -5.28409 0.02 0.05 0.03
C -1.03160 -0.77853 -6.48419 -0.05 -0.13 0.07
C -1.04600 0.61617 -6.51359 -0.02 0.10 -0.07
C -1.00520 1.36557 -5.35099 0.02 0.03 0.16
C -0.92780 0.68697 -4.14259 0.07 -0.86 -0.50
C -0.55170 4.16267 -0.73299 0.05 0.05 0.65
C -0.62510 5.34887 -1.44039 0.03 0.11 -0.01
C -0.61310 6.53307 -0.71789 0.00 -0.10 -0.29
C -0.52590 6.53277 0.67041 0.05 -0.10 0.28
C -0.45740 5.34767 1.38791 -0.02 0.11 -0.05
C -0.48140 4.16357 0.67431 -0.12 0.06 -0.61
N -0.59110 0.01427 2.00251 -0.59 -0.03 0.01
H -0.52220 -7.44573 -1.20499 0.04 -0.10 -0.02
H -0.44660 -7.45183 1.24271 0.02 -0.09 0.05
H -0.43570 -5.32353 2.52331 -0.02 -0.01 0.11
H -1.75100 -2.43313 5.19361 0.00 -0.10 0.04
H -2.54180 -1.12383 7.15821 -0.01 -0.05 0.04
H -2.60270 1.32397 7.09041 0.00 0.01 0.05
H -1.84690 2.55947 5.07481 0.02 0.10 0.03
H -0.55360 -5.30863 -2.46849 0.00 -0.01 -0.11
H -0.97980 -2.54493 -5.24329 0.02 -0.14 -0.03
H -1.05110 -1.32703 -7.41509 -0.03 -0.03 -0.05
H -1.08170 1.11827 -7.47079 -0.02 0.04 -0.02
H -1.01470 2.44407 -5.37819 0.02 0.11 0.01
H -0.71210 5.34607 -2.51589 0.02 -0.01 -0.11
H -0.68240 7.47397 -1.24349 0.01 0.08 -0.03
H -0.52550 7.47397 1.19911 0.02 0.09 0.05
H -0.40210 5.33997 2.46471 -0.02 0.01 0.13
Cl 2.76990 2.25137 -1.18189 0.48 -0.17 0.17
C 3.69300 1.00327 -0.44009 -0.34 0.06 -0.40
C 5.06210 1.05037 -0.36639 0.35 0.64 -0.20
C 5.76740 0.02787 0.25941 -0.88 -0.03 0.09
C 5.08790 -1.02963 0.85641 0.47 -0.51 0.29
C 3.72120 -1.10523 0.77631 -0.42 -0.13 0.07
Cl 2.82870 -2.36933 1.52361 0.47 0.15 -0.07
C 2.95070 -0.14813 0.01511 0.69 0.42 0.80
N 1.75950 -0.40333 -0.36559 -0.57 -0.59 -0.91
H 5.59140 1.88807 -0.79159 0.06 0.10 -0.05
H 6.84300 0.07097 0.30811 0.15 0.00 0.00
H 5.63450 -1.79653 1.38111 0.08 -0.10 0.05
```
Forces are in eV/Å.

Its electronic energy is -81650.0399 eV. Its orbital gap (spin up / spin down) is 4.09 / 4.09 eV. The highest occupied orbital energy (spin up / spin down) comes out at -6.2 / -6.2 eV. The LUMO energy (spin up / spin down) comes out at -0.0773 / -0.0773 Eh.